[1]
A structure of composition C58H43AsCl3MgN2O4P2. Source: the Open Molecules 2025 dataset; level of theory: wB97M-V/def2-TZVPD.

Its net charge is -1. The gap between HOMO and LUMO comes out at 7.0 eV. The multiplicity is 1.

Structure (XYZ):
```
114
Properties=species:S:1:pos:R:3:forces:R:3:mulliken_charge:R:1
Mg -1.096 1.167 0.366 -0.349 -0.079 -0.300 2.94
C 1.843 2.461 -0.312 1.285 0.235 -0.754 -1.07
P 0.343 3.509 0.042 0.551 0.251 0.207 0.68
C 1.063 4.760 1.184 -0.719 -0.296 2.301 -0.47
C 0.641 4.617 2.553 0.276 1.122 -1.057 0.32
C 1.148 5.525 3.520 0.081 -1.404 -1.651 -0.71
C 2.089 6.485 3.195 0.557 0.721 -1.133 -0.54
C 2.482 6.680 1.860 -1.706 -2.045 0.781 -0.80
C 1.941 5.801 0.910 0.502 1.127 -1.897 -0.05
C 0.028 4.505 -1.459 0.461 -0.024 -0.616 0.53
C 0.955 4.889 -2.437 0.030 -0.477 -0.147 -0.52
C 0.588 5.646 -3.547 -1.534 0.657 1.516 -0.99
C -0.702 6.213 -3.599 1.755 -3.186 2.933 -0.61
C -1.609 5.809 -2.597 -1.074 2.039 -2.251 -0.64
C -1.295 4.925 -1.619 2.258 0.107 -0.413 -0.82
C 2.002 1.312 0.638 -2.804 -1.149 1.213 -0.07
C 3.022 0.716 1.345 0.339 0.228 -0.719 -1.59
C 2.530 -0.353 2.132 -1.474 1.443 -1.664 -0.80
C 1.155 -0.334 1.871 0.399 -0.978 0.976 0.73
C 0.127 -1.229 2.516 0.906 -1.477 0.925 -0.80
P -1.456 -0.366 2.501 0.466 0.756 -0.453 0.46
C -2.656 -1.602 3.031 1.208 -0.137 -2.129 0.35
C -2.988 -2.628 2.117 -0.361 -0.069 0.901 -0.53
C -3.895 -3.588 2.539 -0.350 0.799 0.501 -0.74
C -4.624 -3.356 3.759 0.663 -1.989 -1.895 -0.49
C -4.258 -2.382 4.616 -0.154 -0.143 -0.223 -0.80
C -3.214 -1.570 4.230 -0.497 2.305 4.115 0.00
C -1.184 0.982 3.730 -0.183 0.942 0.170 0.56
C -2.236 1.925 3.881 0.476 -1.063 1.299 -0.58
C -2.099 2.920 4.883 -0.702 0.012 -1.339 -0.81
C -0.897 3.106 5.534 -0.592 0.487 0.774 -0.15
C 0.117 2.207 5.374 1.487 -0.274 -1.583 -0.70
C 0.053 1.239 4.389 -2.074 -1.280 0.000 -0.52
N 0.781 0.637 1.020 1.951 1.040 -0.526 0.05
H 1.777 2.112 -1.372 -0.106 0.237 0.664 0.20
H 2.759 3.078 -0.231 -0.371 -0.090 -0.220 0.77
H -0.187 3.914 2.792 0.901 0.419 -0.016 -0.14
H 0.838 5.312 4.495 -0.384 0.224 1.586 0.54
H 2.561 7.205 3.852 -0.398 -0.326 0.746 0.32
H 3.139 7.479 1.634 0.493 0.511 -0.492 0.48
H 2.129 6.050 -0.167 0.083 -0.494 0.933 0.18
H 1.997 4.591 -2.405 -0.014 -0.210 0.349 0.36
H 1.335 5.990 -4.206 0.755 0.106 -0.894 0.47
H -0.828 6.922 -4.312 -1.168 1.977 -1.984 0.53
H -2.602 6.283 -2.640 0.313 -0.517 0.200 0.29
H -1.986 4.609 -0.927 -1.629 -0.499 1.441 0.52
H 4.051 0.940 1.212 0.772 0.327 0.008 0.49
H 3.124 -1.100 2.563 0.470 -0.702 0.973 1.01
H 0.026 -2.174 1.959 -0.316 0.346 -0.199 -0.01
H 0.462 -1.653 3.536 -0.466 1.100 -1.151 0.32
H -2.544 -2.652 1.138 0.218 -0.153 -0.312 0.51
H -4.034 -4.466 1.909 -0.424 0.232 0.202 0.42
H -5.397 -4.049 4.029 -0.340 -0.268 0.044 0.37
H -4.786 -2.282 5.539 -0.037 0.269 0.513 0.43
H -2.902 -0.797 4.990 -0.177 -0.716 -1.023 0.17
H -3.159 1.700 3.323 0.340 0.664 0.401 0.43
H -2.910 3.615 5.101 0.102 -0.163 -0.337 0.31
H -0.751 3.976 6.175 -0.212 -0.289 0.095 0.40
H 1.098 2.324 5.790 0.217 0.346 0.619 0.37
H 0.859 0.560 4.196 0.483 -0.031 0.075 0.26
Cl -6.058 2.939 0.466 0.093 -0.378 0.020 -0.19
C -4.557 3.541 -0.312 -0.349 0.306 0.800 0.73
Cl -4.296 2.726 -1.819 0.002 0.033 -0.544 -0.09
Cl -4.920 5.324 -0.547 0.821 -0.891 -0.060 -0.16
C -3.367 3.224 0.730 -0.048 0.678 0.530 -0.29
O -3.191 4.055 1.595 -0.150 0.646 0.098 -0.63
O -2.780 2.123 0.613 -0.415 -0.524 -0.789 -1.25
O -2.302 -2.519 -1.487 0.883 0.318 -0.087 -0.69
C -1.732 -1.520 -1.911 -1.491 -0.838 1.124 -0.34
N -1.388 -0.404 -1.152 -0.116 0.664 -1.098 0.57
C -1.130 0.569 -2.063 0.921 1.544 1.159 0.38
O -0.839 1.763 -1.786 -0.382 -1.269 0.763 0.21
C -1.126 0.115 -3.425 -1.424 -2.815 0.116 0.23
C -0.845 0.751 -4.583 0.298 -1.034 -0.237 -0.63
C -0.806 -0.002 -5.731 -0.333 0.049 -1.820 -0.51
C -1.116 -1.383 -5.725 0.543 1.575 0.640 -0.73
C -1.406 -2.014 -4.531 -1.289 0.199 1.662 -0.53
C -1.518 -1.242 -3.355 1.957 1.059 -1.995 0.03
H -0.583 1.753 -4.564 0.392 1.891 -0.099 0.87
H -0.596 0.588 -6.668 -0.161 -1.154 0.802 0.30
H -1.109 -1.951 -6.617 0.092 -0.383 -0.834 0.47
H -1.693 -3.054 -4.483 0.186 -0.213 -0.141 0.53
C 5.220 -4.857 0.670 0.953 -0.333 0.021 -0.63
C 4.505 -5.856 0.033 -0.080 -0.381 -1.166 -0.60
C 3.140 -5.640 -0.296 2.965 1.166 2.740 -0.77
C 2.559 -4.541 0.287 -1.896 0.253 -0.849 0.74
C 3.232 -3.613 1.066 -0.476 -0.865 -0.348 -0.02
C 4.575 -3.772 1.235 1.382 1.165 1.668 -0.19
As 0.649 -4.009 -0.084 0.751 1.283 0.951 -0.07
C 0.151 -5.304 -1.345 0.505 -2.154 -1.324 0.17
C -0.411 -6.562 -1.079 0.117 0.924 -1.739 -0.99
C -0.738 -7.435 -2.122 0.167 -0.223 0.645 -0.69
C -0.494 -7.043 -3.423 0.817 0.539 -0.874 -0.61
C 0.203 -5.862 -3.722 0.184 -0.283 1.884 -0.59
C 0.605 -5.032 -2.663 -1.272 0.766 0.481 0.63
C 1.271 -3.713 -2.745 0.741 1.056 -1.283 0.20
C 1.874 -3.194 -3.927 0.421 -0.111 1.597 -0.79
C 2.574 -1.993 -3.878 -0.721 -0.227 0.030 -0.93
C 2.600 -1.240 -2.709 -0.112 0.130 -1.370 -0.35
C 1.984 -1.704 -1.590 -0.489 0.967 1.673 0.13
C 1.321 -2.917 -1.580 -0.215 -1.496 -0.449 0.66
H 6.320 -4.895 0.723 -0.649 -0.318 0.266 0.33
H 5.041 -6.784 -0.270 -0.534 0.831 0.008 0.32
H 2.611 -6.363 -0.777 -1.521 -1.806 -1.519 0.57
H 2.626 -2.846 1.487 0.084 0.736 0.439 -0.09
H 5.160 -3.114 1.956 -0.796 -0.586 -1.317 0.28
H -0.633 -6.848 -0.102 -0.336 -0.377 1.612 0.55
H -1.098 -8.446 -1.872 -0.072 0.669 -0.305 0.35
H -0.725 -7.651 -4.284 -0.253 -0.410 0.112 0.38
H 0.529 -5.659 -4.711 -0.020 0.217 -0.807 0.45
H 1.946 -3.794 -4.803 -0.260 -0.335 -0.672 0.41
H 3.012 -1.584 -4.766 0.263 -0.007 -0.400 0.39
H 2.980 -0.231 -2.740 0.360 0.044 0.172 0.47
H 2.002 -0.990 -0.749 -0.218 -0.799 0.031 0.20
```
Forces are in eV/Å.

[2]
The molecule C4H8N4O. Source: the Open Molecules 2025 dataset; level of theory: wB97M-V/def2-TZVPD.

Its net charge is 0. The gap between HOMO and LUMO comes out at 10.2 eV. Its SMILES is [H]/N=C(/N=C\N1CC1)NO. As for the energy above the lowest of the compared OMol25 structures with the same formula, charge and spin: 4.7073 eV. The multiplicity is 1.

Structure (XYZ):
```
17
Properties=species:S:1:pos:R:3:forces:R:3:nbo_charge:R:1
H 1.445 -0.901 -1.520 -0.795 0.793 -0.157 0.34
N 0.544 -0.427 -1.262 2.000 -0.605 -1.110 -0.71
C 0.143 -1.038 -0.247 -1.577 -0.593 2.151 0.50
N -1.044 -0.712 0.458 0.863 0.623 -0.911 -0.53
C -1.427 0.516 0.446 -1.188 -0.457 1.287 0.34
N -0.919 1.684 -0.072 -0.512 -0.867 0.440 -0.41
C -0.808 2.947 0.611 0.470 1.941 -0.162 -0.25
C 0.396 2.195 0.091 0.113 1.111 -1.010 -0.21
N 0.747 -2.119 0.431 0.964 -1.643 -0.447 -0.34
O 1.802 -2.745 -0.374 -3.085 0.633 -1.836 -0.56
H -2.381 0.603 1.001 0.397 0.653 -0.527 0.18
H -0.820 3.153 1.704 -0.458 -0.945 -0.711 0.21
H -1.159 3.855 0.031 0.390 -1.347 0.596 0.20
H 1.048 1.741 0.793 0.315 -0.499 0.759 0.20
H 0.927 2.559 -0.791 -0.378 -0.229 0.061 0.21
H 0.142 -2.921 0.744 0.416 1.670 -0.433 0.38
H 1.253 -2.830 -1.259 2.063 -0.239 2.010 0.45
```
Forces are in eV/Å.